1.
18
Properties=species:S:1:pos:R:3:forces:R:3:nbo_charge:R:1 method="wB97M-V/def2-TZVPD" gap_ev=8.06 de_lowest_kj_mol=327.6 total_energy_ev=-21646.7504 total_charge=+1 spin_multiplicity=1 e_homo_ha=-0.5127
H 1.121 -0.289 -2.897 0.2 0.2 1.5 0.39
N 0.841 0.111 -1.972 -0.6 0.7 0.0 -0.67
C -0.642 0.494 1.125 0.1 0.3 -4.2 -0.28
C -2.435 0.884 -0.294 1.3 -2.0 1.2 -0.02
H 1.246 -1.387 0.265 -0.6 -1.2 0.7 0.29
S -1.973 -0.790 -0.766 1.7 -0.4 1.5 0.54
C -0.662 -0.793 0.424 -2.6 1.2 -1.4 0.18
C 1.743 0.363 -1.114 1.9 -1.2 -1.8 0.22
H -3.329 1.382 -0.570 -0.6 0.3 -0.8 0.26
H -0.101 -2.647 0.066 0.4 -1.6 -1.2 0.26
H 2.798 0.071 -1.284 -0.4 0.1 0.3 0.19
H 0.259 -2.252 1.715 0.5 1.0 -1.4 0.29
H 0.703 2.383 1.216 -0.7 0.1 0.6 0.23
C 0.652 1.443 0.683 -1.4 0.0 2.0 0.29
H -0.384 0.443 2.129 -0.4 -0.1 2.2 0.29
N -1.724 1.266 0.657 -0.1 2.5 1.9 -0.34
N 1.600 1.178 -0.015 1.0 -0.3 -2.4 -0.39
C 0.286 -1.860 0.633 0.1 0.3 1.5 -0.72

2.
19
Properties=species:S:1:pos:R:3:forces:R:3:nbo_charge:R:1 method="wB97M-V/def2-TZVPD" gap_ev=10.26 de_lowest_kj_mol=247.2 total_energy_ev=-14356.8443 spin_multiplicity=1 e_homo_ha=-0.3673
N 1.338 1.399 -2.097 -0.1 -0.4 0.1 -0.31
C -1.145 1.370 0.301 -0.5 0.1 -0.4 -0.53
N -0.164 -0.908 0.513 0.1 -0.3 0.0 -0.25
H 0.786 0.758 1.176 -0.3 0.3 -0.1 0.22
H -2.149 0.897 0.169 0.8 0.4 0.0 0.27
H 0.299 -1.558 -2.116 0.1 -0.1 0.0 0.26
N -1.409 3.720 1.493 0.1 -2.2 -1.0 -0.32
C -0.251 0.416 1.099 0.1 0.1 0.8 -0.24
H -0.681 1.561 -0.691 -0.5 0.0 0.6 0.27
C -1.325 2.673 0.982 0.1 1.7 0.7 0.28
H 1.093 -2.494 0.044 -0.2 0.1 0.1 0.24
C 1.055 -1.411 -0.100 0.2 -0.2 0.8 -0.21
H -0.639 0.322 2.134 0.1 -0.1 -0.6 0.24
C 1.240 0.272 -1.882 0.4 0.8 -0.4 0.28
C 1.160 -1.146 -1.587 -0.2 -0.1 0.0 -0.53
N -1.096 -1.829 0.759 -0.2 0.1 -0.2 0.24
H 2.060 -1.650 -1.927 0.1 0.0 -0.3 0.26
H 1.921 -0.991 0.438 -0.3 -0.1 -0.3 0.21
O -2.095 -1.400 1.291 0.1 -0.1 0.1 -0.39

3.
19
Properties=species:S:1:pos:R:3:forces:R:3:nbo_charge:R:1 method="wB97M-V/def2-TZVPD" gap_ev=9.58 de_lowest_kj_mol=217.8 total_energy_ev=-14357.1493 spin_multiplicity=1 e_homo_ha=-0.3291
O -1.655 1.161 0.380 1.1 1.7 1.0 -0.64
H 1.638 -2.276 0.404 -1.3 -3.3 0.3 0.20
N -0.503 -0.788 -0.093 -2.2 0.8 0.4 -0.60
C 2.557 1.299 -0.059 -4.0 -8.0 -0.2 -0.24
H -2.829 -1.287 -0.854 -0.1 0.2 0.7 0.36
H 0.472 1.751 -0.287 0.1 -0.8 -0.2 0.25
H -3.863 1.038 -0.403 -0.6 -2.1 1.0 0.35
N 3.090 -1.069 0.220 1.0 4.2 -1.2 -0.38
C 1.184 0.920 -0.228 0.9 0.7 1.2 -0.18
C 0.816 -0.416 -0.045 -1.0 3.4 -1.3 0.09
H -4.314 0.183 0.965 0.2 -0.1 -0.2 0.36
H -0.885 -1.678 -0.186 0.8 -2.4 -0.2 0.40
C 1.786 -1.330 0.081 4.3 1.0 1.2 -0.01
C 3.496 0.352 0.051 2.4 -4.7 1.5 0.00
H 2.809 2.179 -0.196 2.2 8.6 -1.0 0.19
H 4.696 0.578 0.176 -3.5 -0.8 -0.4 0.22
C -1.598 -0.012 0.143 -1.8 1.4 -0.9 0.76
N -4.063 0.035 -0.013 1.0 2.8 -0.7 -0.63
N -2.834 -0.640 -0.056 0.4 -2.6 -0.9 -0.50